Entry 1:
Density functional theory data (ωB97M-V with the def2-TZVPD basis set) for one molecule with the formula C4H7NO at a distorted geometry.

Properties
LUMO level ... 0.56 eV
SMILES ... O=CC[C@@H]1CN1
Maximum force ... 8.0 eV/A
E_tot ... -286.47870 Eh
Frontier orbital gap ... 10.4 eV
Energy above the lowest of the compared OMol25 structures with the same formula, charge and spin ... 401.6 kJ/mol
HOMO ... -9.8 eV

Positions of all 13 atoms, in Å:
H1 -1.2657 -1.3212 -1.4944
N1 0.6058 -1.5238 -0.4334
H2 0.1400 -0.9057 -2.6137
O1 0.5798 2.3026 1.9609
H3 -1.4195 -0.0751 1.0128
H4 1.6494 -1.6432 -0.7030
C1 0.2929 0.0032 -0.4981
H5 -1.1779 1.6385 0.2030
C2 -0.6788 0.7091 0.5100
H6 0.2315 0.0225 2.5849
C3 -0.2455 -0.8494 -1.5472
C4 0.1139 1.0685 1.7685
H7 1.1741 0.5738 -0.7503

Atoms 1-2, force components in eV/Å:
H 0.951 1.104 0.142
N 0.579 2.133 -0.820

Entry 2:
Density functional theory data (ωB97M-V with the def2-TZVPD basis set) for one molecule with the formula C28H32O5 at a distorted geometry.

Properties
LUMO level ... 0.68 eV
SMILES ... CCOC(=O)[C@]1(C(c2ccc3c(c2)CCO3)c2ccc3c(c2)CCO3)CCCCCCC1=O
Maximum force ... 2.9 eV/A
E_tot ... -1462.27475 Eh
Frontier orbital gap ... 8.3 eV
Energy above the lowest of the compared OMol25 structures with the same formula, charge and spin ... 0.0 kJ/mol
HOMO ... -7.6 eV

Positions of all 65 atoms, in Å:
C1 -0.1317 -0.0616 -4.4507
H1 4.9596 0.6805 2.3785
H2 -2.4562 2.9642 -2.6485
H3 -5.6337 1.1478 -0.0922
H4 0.7475 -3.4323 3.1112
H5 -1.1094 1.2412 2.7465
H6 0.9173 1.2269 -3.0000
C2 4.9679 -0.0006 0.3402
H7 7.0397 -1.4962 -1.0969
H8 -3.6202 -0.2030 1.8165
H9 2.2570 -1.0556 -1.4282
C3 -0.7722 0.1821 2.7293
C4 -0.6385 -1.9496 3.9377
H10 -3.1012 1.6374 -1.6978
C5 2.1301 0.1872 0.4138
H11 -2.5017 -0.0160 -3.2691
C6 -2.3415 1.0341 -3.6166
C7 -1.7605 -0.1640 -0.1695
C8 -2.0464 -1.7209 5.7122
C9 0.5929 0.5554 0.5419
C10 2.7745 -0.4752 -0.6524
O1 -2.7652 0.6699 0.1698
H12 -2.9859 -2.2799 5.8207
C11 0.1444 -0.3115 1.7723
H13 -3.2475 -0.5197 4.4025
C12 4.3398 0.4027 1.5222
H14 -4.6405 2.1700 0.9902
H15 1.6247 -0.3817 -3.2788
O2 -0.0275 -1.6553 -1.7783
O3 6.3135 0.0814 0.0851
C13 6.5193 -0.5249 -1.2556
H16 -1.2555 2.4824 -0.5644
H17 -3.2622 1.3549 -4.1634
C14 -3.9402 0.0963 0.7960
C15 0.6740 0.1644 -3.1811
H18 -0.6104 -1.0502 -4.4343
C16 5.1212 -0.7442 -1.8939
C17 -2.2677 1.9046 -2.3614
H19 0.6274 -0.0793 -5.2497
C18 -1.1767 1.0536 -4.6319
C19 -5.0125 1.1537 0.8152
H20 -1.6256 0.9349 -5.6224
C20 4.1837 -0.4618 -0.7423
H21 -5.6938 0.9001 1.6222
H22 2.4828 0.6641 2.5309
C21 0.2902 -2.4517 2.9959
H23 0.4984 1.6130 0.8989
O4 -1.0887 -2.6196 5.0451
C22 -0.4318 0.4773 -0.7201
C23 0.6044 -1.6482 1.9195
H24 7.1803 0.1542 -1.8070
H25 -0.7159 2.0479 -4.6679
H26 -0.1903 2.3677 -1.9931
H27 1.2696 -2.0956 1.1524
H28 4.9595 0.0005 -2.6933
C24 0.0155 -0.4451 -1.9008
H29 -1.6530 -1.4186 6.7033
H30 5.0491 -1.7674 -2.3272
C25 -2.2210 -0.4791 4.8095
C26 -1.2178 -0.6795 3.7333
C27 2.9550 0.4330 1.5674
H31 -2.0454 0.4758 5.3352
H32 -4.2647 -0.7871 0.2298
C28 -0.9736 1.8443 -1.4155
O5 -1.8124 -1.3280 0.1589

Atoms 1-2, force components in eV/Å:
C 0.130 0.724 0.090
H -0.362 -0.130 -0.165

Entry 3:
Density functional theory data (ωB97M-V with the def2-TZVPD basis set) for a 2-piece molecular cluster, C6H12O overall at a distorted geometry.

Properties
LUMO level ... 0.88 eV
SMILES ... C=CC/C=C/C.O
Maximum force ... 2.3 eV/A
E_tot ... -310.97793 Eh
Frontier orbital gap ... 10.2 eV
Energy above the lowest of the compared OMol25 structures with the same formula, charge and spin ... 213.6 kJ/mol
HOMO ... -9.3 eV

Positions of all 19 atoms, in Å:
H1 -0.7193 -0.5584 -2.1216
H2 0.7702 -0.9702 -2.9684
H3 -6.2813 -1.8166 0.4245
C1 0.9787 -0.9302 -0.8823
O1 -7.1238 -1.3714 0.1641
H4 1.1743 2.2202 3.4058
C2 1.4136 0.3254 -0.7478
C3 0.1125 -1.2281 -2.1205
H5 0.5910 1.9986 0.9719
H6 2.6586 -0.0747 0.9278
H7 1.2690 -1.7849 -0.2944
H8 2.7543 1.5339 3.1553
C4 1.8200 1.7645 2.6565
H9 -0.2731 -2.2561 -2.1100
H10 -7.2117 -1.7236 -0.7291
H11 0.9879 1.0886 -1.4412
C5 1.5740 1.6775 1.3542
C6 2.2858 0.8042 0.3454
H12 3.2195 1.3012 0.0097

Atoms 1-2, force components in eV/Å:
H -0.668 0.436 -0.151
H -0.657 -0.651 -0.051

Look up the maximum force of the second one. 2.9 eV/A

Among the records above, which one has the lowest LUMO level? C4H7NO

Look up the energy above the lowest of the compared OMol25 structures with the same formula, charge and spin of the first one. 401.6 kJ/mol